[1]
A molecular structure, C34H36N7O5SSn at a distorted geometry, computed with ωB97M-V/def2-TZVPD.

Geometry as XYZ:
```
84
C34H36N7O5SSn ωB97M-V/def2-TZVPD
Sn 0.03 -0.09 -0.15
N 1.88 -3.55 2.02
C 1.78 -2.47 1.18
S 0.68 -2.68 -0.18
N 2.54 -1.46 1.43
N 2.38 -0.43 0.53
C 3.39 0.33 0.34
C 3.46 1.35 -0.69
C 4.59 2.17 -0.71
C 4.81 3.10 -1.71
C 3.89 3.18 -2.76
C 2.78 2.36 -2.78
C 2.49 1.44 -1.73
O 1.39 0.76 -1.78
H 1.09 -4.18 2.01
H 2.26 -3.34 2.93
H 4.29 0.14 0.93
H 5.31 2.07 0.10
H 5.69 3.73 -1.69
H 4.06 3.88 -3.57
H 2.07 2.41 -3.59
O -4.33 -0.08 -1.85
C -3.11 0.14 -1.67
O -2.56 0.57 -0.64
C -2.18 -0.26 -2.81
C -2.63 -0.27 -4.13
C -1.77 -0.71 -5.12
C -0.51 -1.16 -4.77
C -0.14 -1.13 -3.43
N -0.96 -0.69 -2.48
H -3.63 0.07 -4.34
H -2.09 -0.73 -6.16
H 0.19 -1.53 -5.51
H 0.83 -1.46 -3.10
C -0.72 3.33 -1.83
C -0.77 4.84 -2.18
N -0.72 5.65 -0.96
C -1.87 5.30 -0.12
C -1.83 3.78 0.23
N -0.65 3.17 -0.37
C 0.56 3.83 0.13
C 0.51 5.35 -0.23
H 0.14 2.83 -2.27
H -1.62 2.81 -2.17
H -1.69 5.10 -2.71
H 0.08 5.13 -2.81
H -2.78 5.56 -0.67
H -1.83 5.91 0.78
H -2.70 3.25 -0.15
H -1.78 3.61 1.31
H 1.43 3.36 -0.33
H 0.61 3.67 1.20
H 1.36 5.63 -0.85
H 0.52 5.97 0.67
C -6.48 -1.58 -0.79
O -6.28 -2.87 -1.35
C -5.03 -3.37 -1.58
C -5.02 -4.47 -2.45
C -3.86 -5.15 -2.74
C -2.66 -4.74 -2.17
C -2.66 -3.65 -1.32
C -3.83 -2.97 -1.00
N -3.73 -1.85 -0.13
C -2.94 -1.76 0.94
C -2.45 -2.75 1.79
C -2.94 -4.08 1.90
C -2.52 -4.90 2.89
C -1.55 -4.42 3.84
C -1.03 -3.17 3.76
C -1.42 -2.27 2.69
O -0.90 -1.16 2.50
H -7.54 -1.39 -0.88
H -5.93 -0.81 -1.34
H -6.20 -1.55 0.27
H -5.97 -4.76 -2.88
H -3.89 -6.00 -3.41
H -1.73 -5.25 -2.40
H -1.72 -3.30 -0.89
H -4.03 -0.95 -0.52
H -2.68 -0.74 1.20
H -3.69 -4.43 1.20
H -2.92 -5.90 2.99
H -1.23 -5.08 4.64
H -0.30 -2.81 4.48
```

Computed properties:
- HOMO-LUMO gap: 0.2462 hartree
- F_max: 0.0310 Eh/bohr
- Net charge: -1


[2]
2 unconnected molecules or ions with the total composition C34H36NO6 at a distorted geometry, computed with ωB97M-V/def2-TZVPD.

Geometry as XYZ:
```
77
C34H36NO6 ωB97M-V/def2-TZVPD
H -0.62 -0.21 -0.93
C -1.31 2.27 -2.31
H -1.34 1.35 -2.89
C -2.49 2.76 -1.72
C -3.76 1.98 -1.63
O -4.69 2.29 -0.90
O -3.81 0.90 -2.45
C -5.20 0.62 -2.84
C -5.15 -0.48 -3.85
C -2.43 3.94 -1.01
N -1.24 4.63 -0.97
C -0.04 4.07 -1.36
C -0.06 2.83 -1.97
C 1.28 2.11 -1.98
O 2.29 2.64 -1.56
O 1.26 0.83 -2.42
C 2.63 0.42 -2.76
C 2.55 -0.86 -3.52
H -5.80 0.36 -1.97
H -5.58 1.56 -3.28
H -6.16 -0.63 -4.26
H -4.47 -0.23 -4.68
H -4.81 -1.42 -3.39
H -3.28 4.33 -0.46
H -1.24 5.58 -0.62
H 0.88 4.60 -1.14
H 3.06 1.22 -3.36
H 3.22 0.31 -1.84
H 3.54 -1.17 -3.86
H 2.13 -1.66 -2.91
H 1.92 -0.74 -4.42
C 6.59 -3.46 4.09
O 5.47 -4.00 3.37
C 4.53 -3.14 2.89
C 3.53 -3.74 2.08
C 2.52 -2.96 1.59
C 2.46 -1.57 1.86
C 1.37 -0.76 1.30
C 0.80 -1.20 0.13
C -0.62 -0.97 -0.20
C -1.39 -2.12 -0.81
C -2.76 -1.92 -1.03
C -3.54 -2.98 -1.49
C -2.93 -4.22 -1.76
C -1.56 -4.39 -1.59
C -0.77 -3.32 -1.17
C 0.88 0.46 1.98
C 0.94 0.61 3.39
C 0.37 1.69 4.03
C -0.36 2.65 3.29
O -0.98 3.64 3.99
C -1.77 4.64 3.30
C -0.41 2.54 1.88
C 0.24 1.48 1.25
C 3.47 -0.99 2.65
C 4.50 -1.76 3.17
H 7.20 -4.34 4.32
H 7.15 -2.75 3.46
H 6.25 -2.98 5.02
H 3.59 -4.80 1.87
H 1.74 -3.42 0.99
H 1.40 -1.80 -0.55
H -1.15 -0.62 0.69
H -3.15 -0.92 -0.84
H -4.61 -2.82 -1.61
H -3.56 -5.07 -2.04
H -1.08 -5.36 -1.77
H 0.32 -3.41 -1.10
H 1.44 -0.15 3.98
H 0.44 1.82 5.11
H -2.15 5.28 4.09
H -1.15 5.22 2.60
H -2.61 4.16 2.77
H -0.95 3.27 1.28
H 0.30 1.47 0.16
H 3.46 0.08 2.84
H 5.29 -1.28 3.77
```

Computed properties:
- HOMO-LUMO gap: 0.1637 hartree
- F_max: 0.0400 Eh/bohr
- Net charge: +1


[3]
4 unconnected molecules or ions with the total composition C34H37BrF3N4O5 at a distorted geometry, computed with ωB97M-V/def2-TZVPD.

Geometry as XYZ:
```
84
C34H37BrF3N4O5 ωB97M-V/def2-TZVPD
C 1.82 -4.82 -0.29
C 1.83 -4.93 1.30
N 2.85 -5.54 1.89
C 0.72 -4.33 2.29
C -0.11 -3.12 1.67
C -1.64 -3.35 1.45
O -2.33 -4.56 1.75
N -2.47 -5.37 0.64
O -3.46 -5.10 0.04
C -2.47 -2.19 0.86
N -1.89 -0.89 0.53
Br -3.10 0.38 -0.13
C -0.47 -0.59 0.70
C 0.19 0.82 0.29
C 0.89 1.53 1.55
C 2.39 2.06 1.28
O 2.68 2.34 -0.11
C 3.73 1.48 -0.61
C 3.38 0.32 -1.67
O 4.93 1.62 -0.27
C 0.46 -1.73 1.27
C 2.05 -1.54 1.46
C 2.49 -1.39 3.00
C 4.06 -1.77 3.17
N 4.55 -2.36 4.45
O 4.89 -1.61 2.24
H 2.32 -5.76 -0.73
H 2.53 -3.95 -0.57
H 0.78 -4.62 -0.73
H 3.52 -5.87 1.17
H 1.25 -4.09 3.28
H -0.01 -5.19 2.54
H -3.59 -2.38 0.68
H 0.92 0.57 -0.56
H -0.56 1.56 -0.15
H 0.28 2.43 1.94
H 0.86 0.77 2.42
H 2.56 2.99 1.94
H 3.11 1.26 1.71
H 4.17 0.18 -2.47
H 3.19 -0.69 -1.17
H 2.39 0.62 -2.18
H 2.39 -0.62 0.86
H 2.64 -2.42 1.02
H 2.29 -0.36 3.46
H 1.92 -2.15 3.62
H 4.70 -1.54 5.06
H 5.49 -2.70 4.21
F -0.47 -3.88 -2.01
C -0.46 -3.12 -3.12
C 0.15 -3.61 -4.27
C 0.16 -2.82 -5.42
C -0.43 -1.56 -5.40
C -1.03 -1.08 -4.24
C -1.05 -1.87 -3.10
H 0.61 -4.59 -4.26
H 0.62 -3.19 -6.33
H -0.41 -0.94 -6.30
H -1.48 -0.09 -4.23
H -1.52 -1.52 -2.19
F -4.90 3.54 -0.19
C -5.28 3.70 1.09
C -5.09 2.67 2.00
C -5.48 2.84 3.32
C -6.07 4.04 3.72
C -6.25 5.07 2.80
C -5.85 4.90 1.48
H -4.64 1.74 1.66
H -5.33 2.04 4.04
H -6.38 4.17 4.75
H -6.71 6.00 3.12
H -5.98 5.70 0.76
F -0.52 2.36 -3.11
C -0.09 3.62 -2.88
C -0.71 4.68 -3.51
C -0.26 5.98 -3.26
C 0.81 6.19 -2.40
C 1.43 5.11 -1.78
C 0.98 3.82 -2.01
H -1.54 4.50 -4.19
H -0.75 6.82 -3.75
H 1.16 7.20 -2.21
H 2.27 5.28 -1.11
H 1.44 2.97 -1.53
```

Computed properties:
- HOMO-LUMO gap: 0.2422 hartree
- F_max: 0.1032 Eh/bohr
- Net charge: +1


Number 1: LUMO energy 2.3 eV. Number 2: LUMO energy -5.0 eV. Number 3: LUMO energy -4.6 eV.